[1]
ORCA calculation (the ωB97M-V functional and the def2-TZVPD basis) on the molecule C14H12BrN3O3S3.

Properties
LUMO: 0.08 eV
net charge: 0
HOMO: -8.613 eV
ΔE to the lowest compared entry with this formula, charge and spin: 0.0 kcal/mol
E: -127874.1636 eV
max |F|: 0.94 eV/Å
spin multiplicity: 1
frontier orbital gap: 8.691 eV
SMILES: Cc1cccc2sc(NC(=O)CNS(=O)(=O)c3ccc(Br)s3)nc12

XYZ file:
```
36
Properties=species:S:1:pos:R:3:lowdin_charge:R:1
C -2.78455 -2.04989 -1.96399 -0.041
C -3.00355 -1.05781 -0.86598 -0.220
C -4.20552 -0.39090 -0.70512 -0.047
C -4.40749 0.52591 0.32223 -0.084
C -3.40858 0.80903 1.23287 -0.111
C -2.19916 0.15232 1.08995 -0.454
S -0.74996 0.32086 2.05054 1.136
C -0.00417 -0.83489 0.96690 -0.568
N 1.32717 -1.15884 1.10469 0.121
C 2.17275 -0.45318 1.91407 -0.493
O 1.76290 0.35318 2.71534 0.005
C 3.65156 -0.73597 1.67222 -0.130
N 4.02108 -0.68835 0.28131 -0.131
S 4.05404 0.79374 -0.47946 0.587
O 4.50161 0.52742 -1.80837 -0.271
O 4.75697 1.69753 0.36843 -0.281
C 2.36711 1.33992 -0.56895 -0.612
C 1.38880 0.89378 -1.40863 -0.144
C 0.17483 1.58619 -1.24199 -0.202
C 0.28052 2.54614 -0.27723 -1.040
Br -1.08252 3.68731 0.28269 0.763
S 1.85555 2.63224 0.43645 1.055
N -0.72476 -1.31108 0.01889 0.126
C -1.98521 -0.77512 0.04889 -0.283
H -3.21981 -1.69565 -2.89598 0.079
H -1.72161 -2.22667 -2.09907 0.065
H -3.26030 -2.99666 -1.70884 0.086
H -5.00728 -0.58736 -1.40186 0.111
H -5.35940 1.02715 0.40600 0.102
H -3.55513 1.52448 2.02530 0.105
H 1.67584 -1.84772 0.45284 0.154
H 3.92536 -1.70612 2.09670 0.139
H 4.22760 0.04629 2.17264 0.130
H 3.72005 -1.43639 -0.31983 0.108
H 1.54151 0.10528 -2.12208 0.124
H -0.72626 1.38383 -1.79158 0.117
```

---

[2]
ORCA calculation (the ωB97M-V functional and the def2-TZVPD basis) on a structure of composition C14H12MoN5S2Se in a non-equilibrium geometry.

Properties
LUMO (alpha / beta): -5.19 / -5.56 eV
net charge: +1
HOMO (alpha / beta): -11.650 / -11.865 eV
ΔE to the lowest compared entry with this formula, charge and spin: 18.1 kcal/mol
E: -111029.6773 eV
max |F|: 2.13 eV/Å
spin multiplicity: 3
frontier orbital gap (alpha / beta): 6.464 / 6.300 eV

XYZ file:
```
35
Properties=species:S:1:pos:R:3:mulliken_spin:R:1
Mo 0.76866 0.38027 -0.13378 1.877
N 2.88662 -1.33464 3.37810 -0.009
C 2.38363 -0.98463 2.20261 0.005
S 1.50981 0.55336 2.09441 0.032
N 2.54148 -1.71379 1.14370 -0.003
N 2.00233 -1.25297 0.02097 -0.064
C 2.17893 -1.94754 -1.08459 0.093
C 1.72960 -1.32968 -2.27501 0.020
C 1.77898 -1.89305 -3.55934 0.002
C 1.37222 -1.14070 -4.63895 0.044
C 0.94352 0.17407 -4.42537 -0.003
C 0.88963 0.66013 -3.13815 0.054
N 1.22785 -0.07529 -2.06839 0.007
H 2.80062 -0.72059 4.17089 0.001
H 3.44325 -2.17220 3.45598 0.000
H 2.70637 -2.89288 -1.06520 0.005
H 2.12857 -2.90609 -3.67468 0.000
H 1.38445 -1.55975 -5.63081 0.001
H 0.63471 0.79718 -5.24862 0.000
H 0.52830 1.66417 -2.93418 -0.010
S 0.35244 2.69352 -0.26668 0.041
C 1.29393 3.42151 0.90254 0.006
N 1.94619 3.96925 1.67086 0.015
Se -1.34917 -0.60957 -0.51803 -0.139
C -2.47153 0.18653 0.84821 0.028
C -3.48223 1.06604 0.48013 -0.001
C -4.33406 1.55387 1.45823 0.003
C -4.17961 1.15689 2.77820 -0.007
C -3.16217 0.28436 3.13487 0.006
C -2.29911 -0.20689 2.17009 -0.012
H -3.61045 1.35287 -0.55629 0.004
H -5.12608 2.23543 1.18426 0.000
H -4.85562 1.52862 3.53281 0.000
H -3.04751 -0.02620 4.16267 0.000
H -1.51458 -0.91162 2.42858 0.002
```

---

[3]
ORCA calculation (the ωB97M-V functional and the def2-TZVPD basis) on a structure of composition C14H12MoN5S2Se in a non-equilibrium geometry.

Properties
LUMO (alpha / beta): -4.95 / -5.11 eV
net charge: +1
HOMO (alpha / beta): -10.882 / -11.404 eV
ΔE to the lowest compared entry with this formula, charge and spin: 6.9 kcal/mol
E: -111030.1622 eV
max |F|: 2.06 eV/Å
spin multiplicity: 3
frontier orbital gap (alpha / beta): 5.935 / 6.298 eV

XYZ file:
```
35
Properties=species:S:1:pos:R:3:mulliken_spin:R:1
Mo 0.12520 -0.59172 0.94904 1.671
N -4.31914 -0.59492 0.72568 -0.008
C -3.00620 -0.49668 0.55018 -0.003
S -1.98832 -1.64038 1.42371 -0.033
N -2.52476 0.39363 -0.27297 -0.002
N -1.18494 0.41096 -0.34203 -0.058
C -0.65842 1.18989 -1.23544 0.074
C 0.77573 1.17910 -1.31925 0.020
C 1.51644 1.94242 -2.21282 0.003
C 2.89460 1.85298 -2.19598 0.017
C 3.50626 0.99090 -1.29040 0.001
C 2.71880 0.24743 -0.43906 0.041
N 1.37896 0.33532 -0.44039 -0.026
H -4.69603 -1.28149 1.35340 0.000
H -4.94074 0.05436 0.27155 0.000
H -1.29367 1.79280 -1.87122 0.000
H 0.99896 2.59743 -2.90015 0.000
H 3.49441 2.44039 -2.87745 0.000
H 4.58135 0.90140 -1.24440 0.001
H 3.15395 -0.43814 0.27509 -0.007
S 0.76136 2.86695 3.97135 0.178
C 0.49343 1.71013 2.95966 0.091
N 0.28728 0.81714 2.18072 -0.067
Se 1.51954 -2.20893 2.19436 0.121
C 1.51296 -3.26711 0.58910 0.006
C 2.27746 -4.41258 0.42792 0.000
C 2.20673 -5.11721 -0.76612 0.005
C 1.38157 -4.68765 -1.79601 -0.001
C 0.61848 -3.53808 -1.64370 0.010
C 0.69524 -2.83913 -0.45444 -0.003
H 2.91421 -4.74570 1.23688 0.000
H 2.79796 -6.01493 -0.88973 0.000
H 1.32231 -5.24782 -2.71873 0.000
H -0.03678 -3.20554 -2.43853 0.000
H 0.03964 -1.95748 -0.33595 -0.032
```

---

[4]
ORCA calculation (the ωB97M-V functional and the def2-TZVPD basis) on a structure of composition C14H13AgF6I2N2O6PS2 in a non-equilibrium geometry.

Properties
LUMO (alpha / beta): 3.40 / 3.27 eV
net charge: -2
HOMO (alpha / beta): -2.850 / -2.875 eV
ΔE to the lowest compared entry with this formula, charge and spin: 0.0 kcal/mol
E: -97468.8054 eV
max |F|: 1.35 eV/Å
spin multiplicity: 2
frontier orbital gap (alpha / beta): 6.249 / 6.144 eV

XYZ file:
```
47
Properties=species:S:1:pos:R:3:mulliken_spin:R:1
Ag -0.38935 0.11423 2.15293 0.234
I -0.16033 4.74307 -0.06411 0.000
C 1.42294 3.37236 0.08081 0.007
C 2.73967 3.78736 -0.10348 -0.001
C 3.75108 2.86513 -0.04149 0.003
I 5.72636 3.56819 -0.34848 0.000
C 3.50052 1.49958 0.21302 0.009
C 4.47330 0.47790 0.28039 -0.001
C 4.08971 -0.81075 0.52212 0.001
C 2.72938 -1.09703 0.73520 0.000
N 1.80481 -0.17411 0.68691 0.013
C 2.15317 1.09996 0.41683 -0.006
C 1.05312 2.05140 0.36572 -0.022
O -0.15956 1.68121 0.52146 0.042
H 2.96008 4.82812 -0.29422 0.000
H 5.51640 0.72805 0.13495 0.000
H 4.82013 -1.60812 0.56386 0.000
H 2.39472 -2.10716 0.93892 0.001
O -4.61514 -0.78230 0.67745 0.002
C -3.44383 -0.57890 0.38288 0.002
O -2.49117 -0.13300 1.08664 0.013
C -3.02406 -0.92132 -1.10651 -0.001
N -1.64163 -0.40360 -1.29340 -0.001
C -1.66735 0.75455 -2.21901 0.000
C -3.14193 1.15598 -2.26600 0.000
C -3.86567 -0.18686 -2.14112 0.000
H -3.05573 -2.00123 -1.20772 0.000
H -0.98043 -1.14103 -1.54232 -0.001
H -1.41901 -0.08711 -0.30776 0.000
H -1.30915 0.44763 -3.20277 0.000
H -1.02964 1.54264 -1.82778 -0.001
H -3.38584 1.70090 -3.17788 0.000
H -3.37980 1.78383 -1.40518 0.000
H -3.85262 -0.71898 -3.09741 0.000
H -4.89531 -0.10343 -1.79847 0.000
O 0.50944 -0.28136 6.02967 0.021
S 0.01610 -0.02885 4.69502 -0.017
O -1.24124 0.70023 4.61368 0.005
O -0.00340 -1.24051 3.83461 0.099
S 1.35855 1.15583 3.68165 0.598
F -0.48571 -2.40341 0.26424 0.000
P -0.26640 -3.68316 -0.71519 0.000
F -0.04957 -4.91325 -1.74902 0.000
F -0.14430 -4.67025 0.53470 0.000
F 1.32844 -3.41698 -0.70063 0.000
F -0.38603 -2.65396 -2.01963 0.000
F -1.86376 -3.91152 -0.78409 0.000
```

---

- What is the E in the second record?
  -111029.6773 eV

---

- The lowest E belongs to which entry?
  C14H12BrN3O3S3

---

- Which formula does entry 1 have?
  C14H12BrN3O3S3